[1]
63
Properties=species:S:1:pos:R:3:nbo_charge:R:1 method="wB97M-V/def2-TZVPD" e_lumo_ha="0.1497 / 0.1558" e_tot_ha=-2713.44453 spin_multiplicity=2 total_charge=-2 orbital_gap_ha="0.063 / 0.241"
Sr 0.143 -0.695 0.158 1.804
O 6.625 0.580 -0.966 -0.714
C 5.280 0.510 -0.870 0.248
C 4.533 -0.241 -1.749 -0.330
C 3.184 -0.520 -1.439 -0.045
N 2.624 -0.131 -0.284 -0.614
C 3.307 0.704 0.543 0.098
C 4.603 1.089 0.296 -0.427
C 2.447 1.177 1.744 0.758
O 2.832 2.105 2.485 -0.735
O 1.352 0.553 1.892 -0.889
C 2.375 -1.471 -2.310 0.722
O 2.719 -1.798 -3.454 -0.782
O 1.229 -1.815 -1.804 -0.925
H 6.920 0.414 -1.852 0.461
H 4.961 -0.670 -2.635 0.201
H 5.146 1.695 1.010 0.214
C -4.560 -4.724 3.524 -0.627
C -4.008 -3.644 2.664 -0.078
O -2.534 -3.804 2.621 -0.857
P -1.577 -2.649 1.999 1.601
S 0.304 -3.188 2.043 -0.648
S -2.360 -1.973 0.282 -0.796
O -1.923 -1.436 3.031 -0.884
C -1.365 -1.226 4.406 -0.076
C -2.517 -1.488 5.347 -0.630
H -5.612 -4.602 3.731 0.200
H -4.098 -4.772 4.532 0.209
H -4.462 -5.714 3.090 0.207
H -4.311 -2.613 2.991 0.193
H -4.344 -3.714 1.584 0.202
H -1.010 -0.190 4.404 0.228
H -0.505 -1.924 4.449 0.206
H -3.369 -0.850 5.126 0.206
H -2.296 -1.303 6.397 0.199
H -2.871 -2.499 5.226 0.204
C -1.250 3.005 2.703 -0.249
O -0.563 2.112 3.590 -0.771
H -2.016 2.456 2.136 0.157
H -0.556 3.489 2.006 0.172
H -1.770 3.789 3.286 0.150
H 0.169 1.725 3.064 0.520
C 0.544 3.263 -1.617 -0.424
N 0.312 2.469 -2.772 -0.451
C 0.503 3.117 -4.038 -0.220
C -0.113 2.365 -5.210 -0.437
C 0.128 0.853 -5.072 -0.202
N -0.310 0.412 -3.686 -0.420
C -0.991 -0.882 -3.587 -0.431
C -0.198 1.219 -2.612 0.818
O -0.602 0.835 -1.468 -0.811
H 0.519 4.326 -1.962 0.176
H 1.566 3.103 -1.149 0.224
H -0.237 3.021 -0.880 0.233
H 1.592 3.253 -4.170 0.184
H 0.050 4.129 -3.937 0.181
H 0.458 2.745 -6.052 0.208
H -1.161 2.587 -5.252 0.199
H 1.196 0.674 -5.220 0.220
H -0.533 0.270 -5.718 0.199
H -1.524 -1.032 -4.536 0.164
H -1.751 -0.753 -2.796 0.216
H -0.323 -1.725 -3.263 0.291

[2]
62
Properties=species:S:1:pos:R:3:nbo_charge:R:1 method="wB97M-V/def2-TZVPD" e_lumo_ha="0.1352 / 0.1351" e_tot_ha=-3916.64863 spin_multiplicity=6 total_charge=-2 orbital_gap_ha="0.096 / 0.165"
Ru -0.235 1.211 0.841 0.640
S 5.258 3.937 -2.816 -0.483
C 3.955 3.427 -1.843 -0.678
S 4.083 2.108 -0.684 0.287
C 2.447 2.280 -0.061 -0.450
C 1.596 3.050 -0.790 -0.402
S -0.110 3.272 -0.449 -0.313
S 2.274 3.755 -2.250 0.287
S 1.987 1.373 1.377 -0.145
C -2.457 -5.166 -1.377 -0.404
N -1.102 -4.727 -1.138 -0.794
C -0.119 -5.363 -1.992 -0.409
P -0.820 -3.152 -0.667 2.483
O 0.610 -2.918 -0.452 -1.091
O -1.423 -2.322 -1.926 -1.123
P -1.202 -0.743 -2.260 2.517
O -1.410 0.117 -1.089 -1.114
N -2.349 -0.560 -3.433 -0.816
C -3.260 -1.548 -3.945 -0.390
C -2.646 0.810 -3.810 -0.406
N 0.245 -0.562 -2.984 -0.811
C 0.552 -1.350 -4.161 -0.401
C 1.433 -0.159 -2.229 -0.418
N -1.843 -2.901 0.597 -0.831
C -1.180 -2.997 1.906 -0.408
C -2.921 -1.911 0.609 -0.409
H -2.535 -6.244 -1.205 0.183
H -2.779 -4.964 -2.409 0.165
H -3.135 -4.662 -0.691 0.224
H -0.078 -6.434 -1.772 0.179
H 0.859 -4.925 -1.803 0.243
H -0.367 -5.241 -3.057 0.165
H -3.003 -2.538 -3.578 0.221
H -3.232 -1.568 -5.042 0.173
H -4.292 -1.324 -3.644 0.175
H -1.980 1.499 -3.291 0.254
H -3.676 1.065 -3.535 0.180
H -2.524 0.951 -4.889 0.177
H -0.350 -1.543 -4.744 0.196
H 1.014 -2.309 -3.890 0.181
H 1.256 -0.797 -4.787 0.206
H 1.143 0.346 -1.315 0.232
H 2.015 0.549 -2.822 0.218
H 2.036 -1.032 -1.969 0.197
H -0.548 -3.885 1.944 0.201
H -1.951 -3.084 2.672 0.199
H -0.578 -2.109 2.114 0.229
H -3.433 -1.889 -0.354 0.192
H -2.551 -0.911 0.839 0.244
H -3.641 -2.218 1.371 0.185
C -1.170 0.791 2.280 -0.218
C -1.468 0.274 3.538 -0.240
C -2.812 0.191 4.018 -0.256
C -3.097 -0.347 5.251 -0.174
C -2.083 -0.833 6.085 -0.352
C -0.759 -0.755 5.634 -0.222
C -0.447 -0.222 4.406 -0.232
H -3.611 0.565 3.388 0.196
H -4.131 -0.394 5.582 0.177
H -2.314 -1.255 7.056 0.183
H 0.046 -1.120 6.265 0.190
H 0.583 -0.163 4.076 0.215

[3]
62
Properties=species:S:1:pos:R:3:nbo_charge:R:1 method="wB97M-V/def2-TZVPD" e_lumo_ha=0.0823 e_tot_ha=-1668.22520 total_charge=-1 orbital_gap_ha=0.268
O -0.836 2.278 -0.038 -0.654
O 3.228 -3.033 -2.053 -0.655
O 1.764 0.255 -2.355 -0.827
O 2.284 -5.136 -4.094 -0.634
O -0.389 -0.181 -2.497 -0.758
N 2.551 1.603 1.992 -0.566
N 1.488 2.866 3.831 -0.478
O -2.262 0.882 5.657 -0.741
O -5.952 2.850 4.891 -0.736
C 0.194 2.078 0.585 0.641
C 2.027 -2.871 -1.867 0.697
C 0.739 -0.037 -3.012 0.777
C 2.307 -4.066 -4.698 0.680
C 2.375 1.214 0.761 0.606
C 0.308 3.436 3.944 0.194
C 1.509 2.315 2.560 0.322
C 0.344 2.572 1.919 -0.101
N 3.363 0.530 0.149 -0.810
N 1.249 1.438 0.031 -0.617
N 3.065 -3.920 -5.795 -0.617
N -0.442 3.295 2.785 -0.336
N -3.357 2.576 3.932 -0.670
N 1.104 -2.859 -2.831 -0.614
C 1.509 -2.638 -0.467 -0.714
C 3.948 -4.960 -6.319 -0.407
C -3.188 0.263 4.769 -0.072
C -5.161 1.738 5.344 -0.071
C 0.890 -0.350 -4.504 -0.505
C -1.793 3.791 2.482 -0.209
C -2.813 2.654 2.563 -0.226
C -4.134 1.361 4.267 -0.096
C 1.869 -1.507 -4.766 -0.396
C 1.382 -2.895 -4.276 -0.118
H -2.067 1.752 5.250 0.490
H -6.403 2.626 4.059 0.467
H -0.033 3.956 4.833 0.195
H 3.978 0.015 0.763 0.399
H 3.097 0.123 -0.758 0.435
H 1.152 1.039 -0.906 0.475
H 3.065 -3.018 -6.244 0.395
H -3.923 3.405 4.145 0.383
H 0.179 -2.572 -2.545 0.423
H 2.352 -2.564 0.216 0.229
H 0.864 -3.465 -0.184 0.216
H 0.945 -1.706 -0.454 0.248
H 4.607 -5.306 -5.519 0.215
H 3.352 -5.807 -6.663 0.198
H 4.550 -4.575 -7.142 0.196
H -2.647 -0.171 3.921 0.170
H -3.737 -0.541 5.269 0.176
H -5.807 0.881 5.559 0.165
H -4.647 2.011 6.272 0.199
H 1.260 0.540 -5.019 0.214
H -0.079 -0.605 -4.942 0.200
H -2.070 4.603 3.160 0.199
H -1.794 4.202 1.467 0.236
H -2.345 1.707 2.272 0.223
H -3.626 2.846 1.855 0.175
H -4.674 0.993 3.388 0.167
H 2.009 -1.551 -5.847 0.171
H 2.836 -1.277 -4.318 0.237
H 0.435 -3.085 -4.779 0.215

[4]
61
Properties=species:S:1:pos:R:3:nbo_charge:R:1 method="wB97M-V/def2-TZVPD" e_lumo_ha=0.0806 e_tot_ha=-1844.31032 total_charge=-1 orbital_gap_ha=0.252
Rb -0.522 1.411 0.267 0.946
C 3.796 1.313 -2.151 -0.688
C 3.023 1.157 -0.872 0.174
N 2.533 2.120 -0.192 -0.217
N 2.612 3.379 -0.738 -0.474
C 3.098 4.314 0.023 0.275
N 2.867 5.605 -0.452 -0.830
S 3.988 4.203 1.501 -0.538
C 2.764 -0.222 -0.363 0.186
C 3.294 -1.339 -1.008 -0.247
C 2.975 -2.606 -0.551 -0.162
C 2.134 -2.738 0.540 -0.276
C 1.658 -1.576 1.129 0.061
N 1.962 -0.356 0.703 -0.458
H 3.913 2.369 -2.372 0.253
H 3.271 0.833 -2.982 0.222
H 4.783 0.854 -2.068 0.212
H 2.630 5.637 -1.433 0.373
H 3.556 6.273 -0.151 0.382
H 3.934 -1.218 -1.869 0.219
H 3.371 -3.480 -1.053 0.210
H 1.839 -3.705 0.923 0.214
H 0.989 -1.627 1.982 0.193
N 1.971 1.985 2.944 -0.860
C 0.831 2.728 2.994 0.785
N 1.006 4.066 3.252 -0.857
O -0.290 2.234 2.840 -0.747
H 2.801 2.499 2.651 0.417
H 1.856 1.134 2.407 0.407
H 1.876 4.461 2.898 0.415
H 0.182 4.608 3.053 0.383
C -0.726 2.140 -4.039 -0.729
C -1.240 0.964 -3.205 0.780
O -1.185 -0.172 -3.705 -0.762
O -1.659 1.250 -2.040 -0.860
H -0.881 1.950 -5.100 0.206
H 0.349 2.240 -3.867 0.216
H -1.201 3.073 -3.740 0.206
C -2.640 -3.724 -1.450 -0.411
C -2.760 -2.300 -1.949 -0.222
N -2.343 -1.392 -0.900 -0.640
C -2.686 -1.557 0.411 0.604
N -2.590 -0.547 1.208 -0.625
C -2.886 -0.710 2.618 -0.228
C -2.758 -2.146 3.101 -0.419
C -3.524 -3.040 2.146 -0.195
N -3.024 -2.851 0.801 -0.465
C -3.437 -3.850 -0.167 -0.193
H -1.590 -3.959 -1.253 0.206
H -3.015 -4.429 -2.194 0.205
H -3.801 -2.111 -2.252 0.158
H -2.133 -2.094 -2.815 0.261
H -2.198 -0.426 -1.210 0.451
H -3.905 -0.353 2.825 0.168
H -2.219 -0.056 3.186 0.210
H -3.142 -2.257 4.118 0.204
H -1.707 -2.448 3.104 0.198
H -4.601 -2.820 2.207 0.166
H -3.398 -4.096 2.403 0.188
H -4.513 -3.761 -0.390 0.164
H -3.290 -4.832 0.292 0.187